This record from the Open Molecules 2025 dataset describes a cluster of 2 separate species, C5H8N2O3S in total in a non-equilibrium geometry. The level of theory is ωB97M-V/def2-TZVPD.

Values from the calculation:
Net charge   0
Gap between HOMO and LUMO   9.101 eV
HOMO level   -8.56 eV
Calculated total energy   -25272.39765 eV
Energy relative to the best compared isomer or geometry (same formula, charge and spin)   26.4 kJ/mol

Each line ends with the Mulliken charge.
Element x y z (Å)
1 O -1.33918 -1.19639 3.31631  -0.588
2 C -1.10124 -1.19467 2.14650  0.226
3 N -0.60858 -2.19964 1.32290  -0.103
4 C -0.25452 -1.85368 0.01697  -0.313
5 C -0.80439 -0.36162 0.03661  0.343
6 C -0.86172 0.52645 -0.97307  -0.617
7 S -1.55892 2.05388 -0.64078  -0.354
8 N -1.03622 -0.04784 1.32528  -0.112
9 H -0.42098 -3.09769 1.76855  0.189
10 H -0.78525 -2.56970 -0.73397  0.241
11 H 0.78960 -1.88280 -0.17232  0.235
12 H -0.64311 0.24862 -1.99579  0.449
13 H -0.43710 2.76161 -0.36211  0.231
14 H -1.55319 0.75139 1.50954  0.203
15 O 1.39155 2.43275 -0.51615  -0.554
16 C 2.21183 1.62380 -0.87407  0.318
17 O 2.29618 1.21554 -2.16447  -0.425
18 H 3.05809 1.07424 -0.27003  0.292
19 H 1.65713 1.71576 -2.73989  0.339

This record from the Open Molecules 2025 dataset describes a structure of composition C29H40N6OOsS2Si2 in a non-equilibrium geometry. The level of theory is ωB97M-V/def2-TZVPD.

Values from the calculation:
Net charge   +2
Gap between HOMO and LUMO   6.327 eV
HOMO level   -13.29 eV
Calculated total energy   -81593.25793 eV
Energy relative to the best compared isomer or geometry (same formula, charge and spin)   89.6 kJ/mol

Each line ends with the Mulliken charge.
Element x y z (Å)
1 Os 0.82636 -0.93546 0.55298  1.243
2 C -2.69650 -3.15326 1.95913  -1.776
3 C -1.35220 -2.52675 1.80695  1.030
4 N -0.79754 -2.31039 0.66222  0.146
5 N -1.33447 -2.78319 -0.50268  -0.345
6 C -0.52310 -2.79654 -1.57322  0.611
7 N -0.95440 -3.36425 -2.69498  -0.406
8 S 1.01927 -2.08161 -1.48441  -0.482
9 C -0.44932 -2.21869 2.94041  0.330
10 C -0.76968 -2.51751 4.24633  -0.709
11 C 0.20358 -2.38279 5.23342  -0.828
12 C 1.46455 -1.95632 4.87036  -1.180
13 C 1.70867 -1.63882 3.54107  -0.274
14 N 0.78108 -1.75368 2.59052  0.296
15 H -3.38424 -2.76980 1.20315  0.384
16 H -3.13189 -2.92312 2.92743  0.479
17 H -2.62310 -4.24113 1.87430  0.332
18 H -2.26774 -3.17215 -0.50552  0.246
19 H -1.76910 -3.95669 -2.71703  0.216
20 H -0.34594 -3.38611 -3.49794  0.222
21 H -1.75395 -2.87814 4.50522  0.331
22 H -0.02940 -2.62388 6.26156  0.465
23 H 2.26326 -1.85352 5.59059  0.542
24 H 2.67529 -1.26161 3.23969  0.481
25 C 3.51742 -3.01905 0.80332  -1.289
26 Si 3.24324 -1.18578 0.47649  1.160
27 C 3.95660 -0.78695 -1.21131  -1.286
28 C 4.18530 -0.21877 1.77447  0.204
29 C 5.49566 -0.49580 2.16634  -0.948
30 C 6.10210 0.27851 3.14546  -0.720
31 C 5.41299 1.33511 3.73480  -0.763
32 C 4.11356 1.62716 3.34426  -1.105
33 C 3.49369 0.84472 2.36952  1.128
34 Si 1.82254 1.17212 1.60726  0.400
35 C 1.95930 2.81236 0.71476  -1.345
36 C 0.40465 1.44864 2.82155  -1.206
37 H 4.57942 -3.23970 0.66336  0.452
38 H 2.95911 -3.64851 0.10760  0.369
39 H 3.25220 -3.32165 1.81755  0.345
40 H 5.04697 -0.78745 -1.13008  0.477
41 H 3.66279 0.20254 -1.56829  0.320
42 H 3.68990 -1.52356 -1.97084  0.387
43 H 6.04889 -1.31176 1.71500  0.394
44 H 7.11773 0.06431 3.45117  0.426
45 H 5.89570 1.93355 4.49621  0.440
46 H 3.59543 2.46331 3.80101  0.479
47 H 2.37412 3.50073 1.45913  0.486
48 H 1.00141 3.20623 0.38009  0.330
49 H 2.65445 2.79717 -0.12529  0.376
50 H 0.58989 2.43910 3.24835  0.466
51 H 0.31164 0.74311 3.64421  0.431
52 H -0.55169 1.51138 2.29371  0.282
53 C -1.65648 2.06217 -5.60666  -1.031
54 C -0.93426 3.02118 -4.66778  -0.748
55 C -0.27492 2.32751 -3.48740  -0.776
56 N -1.30513 1.68675 -2.65740  0.490
57 C -1.04729 0.96117 -1.59394  0.260
58 S 0.56972 0.80225 -1.05930  -0.545
59 N -2.04583 0.38232 -0.85424  0.414
60 C -3.39235 0.05416 -1.14011  0.525
61 O -3.78490 -1.02665 -0.75029  -0.574
62 C -4.25755 1.05866 -1.77962  -0.058
63 C -4.20966 2.40070 -1.39366  0.047
64 C -5.09532 3.30716 -1.95276  -0.675
65 C -6.02150 2.87801 -2.89550  -0.500
66 C -6.08562 1.53928 -3.26239  -0.706
67 C -5.21904 0.62421 -2.69098  -0.540
68 H -2.05574 2.59567 -6.46724  0.365
69 H -2.49836 1.56231 -5.12038  0.239
70 H -0.97669 1.29301 -5.97707  0.291
71 H -1.61961 3.78926 -4.29570  0.344
72 H -0.15261 3.55706 -5.20711  0.399
73 H 0.28285 3.03684 -2.87288  0.424
74 H 0.41902 1.55411 -3.82419  0.456
75 H -2.26916 1.92667 -2.85746  0.063
76 H -1.67375 -0.19051 -0.10692  -0.459
77 H -3.51018 2.72442 -0.63138  0.436
78 H -5.07775 4.34268 -1.64170  0.461
79 H -6.71007 3.58836 -3.33278  0.441
80 H -6.81953 1.21073 -3.98504  0.444
81 H -5.27278 -0.42516 -2.94746  0.470

This record from the Open Molecules 2025 dataset describes a cluster of 2 separate species, C5H10O3 in total in a non-equilibrium geometry. The level of theory is ωB97M-V/def2-TZVPD.

Values from the calculation:
Net charge   0
Gap between HOMO and LUMO   9.407 eV
HOMO level   -8.77 eV
Calculated total energy   -11487.69069 eV
Energy relative to the best compared isomer or geometry (same formula, charge and spin)   240.8 kJ/mol

Each line ends with the Mulliken charge.
Element x y z (Å)
1 C 1.51217 -1.12855 0.39867  -1.017
2 C 1.08044 0.09288 1.15939  -0.282
3 C 1.08117 1.31880 0.57830  -0.123
4 O 1.17531 1.51655 -0.75996  -0.462
5 H 1.30417 -1.01342 -0.66186  0.301
6 H 2.58243 -1.31702 0.48402  0.321
7 H 0.98243 -1.99982 0.78251  0.271
8 H 1.40465 0.09345 2.19355  0.327
9 H 1.08314 2.21938 1.18011  0.349
10 H 0.93203 2.42071 -0.98464  0.336
11 C -1.15934 -0.33985 -1.46460  -0.625
12 O -1.67105 0.53065 -0.45889  -0.258
13 C -2.12832 -0.10871 0.72321  0.195
14 O -2.45384 -1.26853 0.75285  -0.457
15 H -0.25541 0.12870 -1.85641  0.208
16 H -1.87929 -0.49058 -2.27097  0.325
17 H -0.89417 -1.32045 -1.06285  0.265
18 H -2.69650 0.66581 1.26757  0.328

This record from the Open Molecules 2025 dataset describes a cluster of 2 separate species, C7H12N3 in total in a non-equilibrium geometry. The level of theory is ωB97M-V/def2-TZVPD.

Values from the calculation:
Net charge   +1
Gap between HOMO and LUMO   8.768 eV
HOMO level   -12.56 eV
Calculated total energy   -11916.17310 eV
Energy relative to the best compared isomer or geometry (same formula, charge and spin)   228.5 kJ/mol

Each line ends with the Mulliken charge.
Element x y z (Å)
1 C -3.12103 0.93107 0.04115  -0.613
2 C -2.22668 1.96394 -0.12953  -0.377
3 C -2.70712 -0.39200 0.09092  0.757
4 C -1.30945 -0.63875 -0.07052  0.688
5 C -0.38370 0.43048 -0.27165  -0.550
6 C 4.57628 0.20793 0.10193  -0.607
7 C 3.40234 0.77364 0.40309  -0.163
8 N -0.93886 1.69954 -0.35924  -0.010
9 N -3.65413 -1.35116 0.31606  -0.427
10 N -0.83406 -1.91229 -0.16025  -0.453
11 H -4.16264 1.15819 0.25522  0.370
12 H -2.43643 3.09561 -0.00072  0.341
13 H 4.87879 -0.76304 0.07680  0.350
14 H 5.48068 0.86830 0.31021  0.189
15 H 0.76153 0.36409 -0.33815  0.171
16 H 3.43882 1.81222 0.67168  0.207
17 H 0.09602 -2.16255 -0.31126  0.200
18 H -0.22990 2.37047 -0.32916  0.260
19 H -4.64049 -1.25899 0.15439  0.229
20 H -3.38566 -2.34307 0.50785  0.169
21 H -1.28682 -2.65333 0.36174  0.175
22 H 2.48542 0.36622 0.33066  0.093